No. 1
A 2-piece molecular cluster, C11H16N3 overall at a distorted geometry, computed with ωB97M-V with the def2-TZVPD basis set.

Each line ends with the natural charge from an NBO analysis.
CARTESIAN COORDINATES (ANGSTROEM)
1 C -2.59271 0.69203 -0.24564  -0.2238
2 C -2.00735 0.05070 0.94534  -0.2612
3 H -0.76759 -3.34488 -1.12603  0.3883
4 C 2.70730 0.78155 -0.21018  -0.2189
5 C 0.34065 0.81016 0.35246  0.1787
6 H -2.05973 0.48987 -1.18756  0.2038
7 C -3.55117 1.60234 -0.20270  -0.3467
8 C 2.31947 -2.28088 0.47411  -0.4058
9 H 3.64711 0.30428 -0.25949  0.2299
10 H -2.39659 0.54012 1.94425  0.2477
11 H -4.02297 1.93849 -1.08895  0.2263
12 H 1.83245 -3.19691 0.95791  0.2315
13 H -1.83530 -2.18048 -1.45116  0.3722
14 H -3.98716 1.69114 0.82120  0.2001
15 N -0.85442 -2.33218 -1.30632  -1.1193
16 H 3.08942 -1.86353 1.05379  0.2276
17 H 2.72928 -2.51306 -0.61111  0.2408
18 H -2.40489 -0.99037 0.86923  0.2286
19 H 1.50207 3.99308 -0.18688  0.2484
20 N 1.26142 -1.24391 0.50408  -0.3149
21 C 1.42506 2.88109 -0.09152  -0.1878
22 H 3.53624 2.67825 -0.62960  0.2390
23 H -0.60010 -1.90876 -2.22295  0.4009
24 H -0.60891 2.75359 0.60116  0.2462
25 N -0.57404 -0.11435 0.72043  -0.3317
26 C 1.53739 0.03700 0.09635  0.1089
27 C -0.03383 -1.32404 0.80272  0.3431
28 C 0.27173 2.20128 0.23950  -0.2311
29 H -0.49537 -2.30824 0.78113  0.2677
30 C 2.59253 2.15665 -0.34360  -0.1887

Forces on the atoms, in the same order (eV/Å):
C 0.607 1.437 -1.223
C -1.506 -0.678 0.765
H 0.395 0.686 -1.266
C -1.635 -0.505 0.404
C 2.290 -0.270 -1.200
H -0.423 -0.170 0.288
C -0.307 -1.580 1.900
C -1.985 -1.698 -1.632
H 0.931 -0.385 -0.326
H 1.360 -0.948 -1.820
H -0.371 0.712 -0.445
H 1.203 1.114 -0.758
H -1.076 -0.181 0.675
H -0.022 0.727 -1.112
N -0.734 0.526 -1.227
H 1.212 0.009 0.862
H -1.177 0.538 2.186
H 0.280 0.569 0.738
H -0.476 -1.199 0.236
N 1.022 -0.108 -0.931
C 0.382 0.560 -0.539
H -1.004 -0.270 0.357
H 0.993 -1.491 0.686
H 0.309 -0.418 -0.538
N -1.918 -1.138 1.902
C -0.551 3.539 0.879
C 1.414 -0.592 -0.603
C -0.558 0.446 1.003
H -0.222 0.842 1.102
C 1.568 -0.073 -0.363

Calculated values
HOMO level ... -12.48 eV
Charge ... +1
Multiplicity ... 1
E ... -592.737278 a.u.
Maximum force ... 3.7 eV Å⁻¹


No. 2
C38H53AlClN6O4Te as an isolated structure at a distorted geometry, computed with ωB97M-V with the def2-TZVPD basis set.

Each line ends with the Löwdin charge.
CARTESIAN COORDINATES (ANGSTROEM)
1 H -0.15777 3.59457 2.42312  0.0788
2 H 5.54693 1.28047 -2.82183  0.1135
3 H -2.98965 2.34910 1.99976  0.0194
4 H -5.10719 2.55450 -3.44607  0.0967
5 C -4.85166 -0.44659 5.11913  -0.2307
6 H 5.11915 -3.40896 -3.39927  0.0987
7 H -0.54546 0.17618 1.26206  0.0480
8 C -0.64882 4.18845 -0.12328  -0.4595
9 N 0.88724 -1.14235 -2.60407  0.1858
10 C 2.79997 2.28758 1.78092  -0.1077
11 C 3.64822 2.32171 0.68624  -0.0437
12 C -4.98317 -1.15329 2.79423  -0.2788
13 H -0.29740 5.31471 2.86632  0.1166
14 O 3.58396 -0.77203 -1.04792  0.0036
15 H -4.95935 -1.76886 -1.19199  0.0316
16 C -2.98535 2.13155 3.06679  -0.0712
17 O -0.42336 4.98530 0.87800  0.0453
18 N 1.68495 -0.05568 -2.56377  -0.0651
19 C 4.68336 1.40200 0.55380  -0.2273
20 C -0.73218 -2.98063 0.82693  0.0053
21 C -1.16036 -4.01951 0.00799  -0.2350
22 H -6.37056 -2.67238 2.20410  0.0957
23 H -4.82797 -3.49764 -1.55750  0.1007
24 H -4.89687 0.14433 7.18794  0.0833
25 H -4.01711 -2.30730 -2.56844  0.0991
26 N -0.50339 4.73833 -1.30602  0.0874
27 C 4.52109 -2.72014 -2.80266  -0.0280
28 H -0.51341 4.65271 -3.27347  0.1118
29 C 2.97465 -0.10861 -3.23403  -0.0273
30 O -4.16488 0.35585 -1.86399  -0.3067
31 C -5.25477 -0.65883 6.54797  -0.0251
32 H -1.07013 -6.16078 0.00307  0.0930
33 H 0.12361 -5.38115 -1.02857  0.0953
34 C -0.86352 -0.71347 1.82142  -0.0474
35 H 4.26394 -1.20753 -0.52369  0.0918
36 C -4.29051 -2.55076 -1.54052  -0.0493
37 H 6.38235 0.70285 -0.53720  0.0959
38 Cl 1.89594 1.26095 4.11220  0.6697
39 H 4.49143 -3.10718 -1.78371  0.0889
40 C -4.18163 -0.05550 2.46636  -0.2787
41 C 5.56115 1.40185 -0.67534  -0.1177
42 H 0.01777 -1.08081 2.34272  0.0903
43 C -3.61466 1.34888 -2.54461  -0.6121
44 C -2.60066 -1.63752 0.15296  -0.3634
45 C -5.27031 -1.34408 4.13853  0.0143
46 H 7.04669 -2.24176 -2.37161  0.1006
47 H 4.67974 -1.12484 -4.98333  0.0880
48 H -2.64663 -4.63250 -1.39974  0.1381
49 H -3.40109 2.99199 3.59108  0.0985
50 C 4.89705 0.50291 1.59361  -0.0295
51 H 6.32095 -1.63523 -4.63114  0.0998
52 C -0.14708 -0.81725 -1.89161  -0.1101
53 C -2.31180 -3.83461 -0.74648  0.0075
54 H -5.85285 -1.63560 0.88256  0.0588
55 C -1.42102 -1.77904 0.91378  -0.3000
56 H -3.77354 2.12900 -4.53477  0.0865
57 H -3.76588 1.37092 5.47543  0.1320
58 H -1.94962 2.01451 3.39619  0.0911
59 H 2.90820 -0.97465 -3.88184  0.1123
60 H -5.02002 0.92180 -4.10747  0.0880
61 Te -3.66083 0.18752 0.31193  1.8894
62 H -6.34127 -0.71140 6.62329  0.0959
63 C 1.12287 0.90092 -1.84946  -0.0424
64 H 4.24185 -0.25154 3.49494  0.1148
65 H -5.85771 -2.20894 4.42382  0.1353
66 Al -1.58169 1.53013 -0.76929  0.1563
67 C 2.99270 1.33345 2.76565  -0.6664
68 C -5.51876 -2.13726 1.79106  -0.0440
69 H -0.18824 5.69554 -1.34897  0.1862
70 C 4.17287 -0.27218 -2.23939  -0.4126
71 H 5.87353 0.04603 -4.40869  0.0861
72 H 3.09812 0.78153 -3.84688  0.1463
73 H 6.27996 -1.51934 -0.96883  0.0841
74 H 6.01005 2.39414 -0.76490  0.1310
75 C 4.05926 0.45561 2.69721  -0.0821
76 C 6.46405 -1.38306 -2.03849  -0.0325
77 H 0.34260 -5.37756 0.72434  0.0836
78 C -0.67842 4.52853 2.22511  0.0244
79 H 2.00348 3.01049 1.88223  0.0822
80 N -2.51051 1.92985 -2.23549  0.0371
81 O -0.99306 2.97115 0.03019  0.0680
82 N -0.60853 4.00684 -2.50209  0.0886
83 N -0.05770 0.46384 -1.39797  0.0796
84 H -1.58868 -0.40487 2.57107  0.0684
85 H 0.16640 -3.10747 1.41917  0.1282
86 C -0.39613 -5.30802 -0.07155  -0.0238
87 H 3.50193 -2.73422 -3.19225  0.0801
88 H 3.51755 3.09567 -0.06407  0.1170
89 H 5.73699 -0.18130 1.53946  0.1234
90 H -1.54154 3.56765 -2.56480  0.0516
91 C 5.51652 -0.97923 -4.29869  -0.0317
92 C 4.83296 1.12521 -2.01217  -0.0901
93 C -3.05688 -2.66226 -0.68635  -0.3054
94 H -1.74931 4.40820 2.37570  0.0905
95 H -4.85907 -1.60426 6.92203  0.0952
96 H 7.07638 -0.49277 -2.18452  0.0918
97 H -4.75600 -2.87332 1.52915  0.0917
98 C -4.42464 1.75877 -3.74858  0.0083
99 H -0.98339 -1.47721 -1.73665  0.1163
100 C -3.78409 0.89796 3.40028  -0.3005
101 C 5.15968 -1.32186 -2.84680  -0.5243
102 C -4.10616 0.65786 4.73296  0.0086
103 H 4.06309 1.89326 -2.13026  0.1014
104 H 1.54308 1.87198 -1.66165  0.1467

Forces on the atoms, in the same order (eV/Å):
H 0.016 -0.006 -0.048
H -0.050 0.147 -0.019
H 0.021 0.080 0.015
H -0.017 0.004 -0.003
C -0.036 -0.025 0.026
H 0.007 -0.001 -0.002
H 0.033 0.039 0.065
C 0.006 0.102 -0.518
N 0.020 -0.217 0.112
C -0.025 0.002 -0.076
C -0.014 -0.022 -0.029
C -0.005 -0.191 -0.044
H 0.017 0.020 -0.035
O -0.063 0.055 0.021
H -0.113 -0.068 -0.071
C -0.094 -0.140 0.100
O 0.091 0.031 0.135
N -0.218 0.275 0.040
C 0.048 -0.029 -0.055
C -0.048 0.014 -0.035
C 0.023 -0.028 -0.047
H -0.009 0.007 -0.004
H -0.010 -0.002 0.037
H -0.018 -0.008 0.021
H -0.043 0.034 0.014
N -0.093 0.175 0.079
C 0.034 0.090 0.023
H 0.146 0.135 -0.014
C 0.511 -0.021 0.161
O -0.339 -0.288 0.209
C 0.061 -0.048 -0.025
H 0.018 -0.014 -0.005
H 0.004 -0.019 0.007
C -0.094 -0.046 -0.065
H 0.011 0.040 0.066
C 0.096 -0.077 0.032
H 0.010 0.040 0.063
Cl -0.080 0.027 0.018
H -0.045 -0.042 -0.023
C -0.132 0.179 -0.217
C -0.174 -0.061 -0.125
H 0.032 0.023 -0.021
C 0.569 0.588 -0.125
C 0.208 -0.167 0.005
C 0.073 0.120 -0.048
H 0.019 0.001 0.004
H 0.026 -0.012 -0.014
H -0.056 0.003 0.021
H -0.006 0.018 -0.025
C -0.004 -0.007 -0.122
H -0.019 -0.014 -0.026
C 0.055 0.072 -0.200
C 0.077 0.003 0.032
H -0.047 -0.056 -0.038
C -0.156 0.074 0.036
H 0.026 0.021 0.022
H -0.070 -0.004 0.038
H 0.016 -0.014 -0.052
H -0.130 0.080 -0.042
H -0.016 0.049 -0.047
Te 0.194 -0.291 0.460
H 0.002 0.024 0.045
C 0.071 -0.095 0.021
H -0.051 0.006 0.006
H -0.049 0.028 0.000
Al 0.501 -0.326 -1.134
C 0.014 0.001 -0.004
C 0.099 0.058 0.040
H -0.071 0.095 0.081
C 0.046 0.150 -0.171
H 0.016 -0.024 -0.030
H -0.034 0.018 -0.021
H 0.068 -0.003 0.014
H 0.068 -0.021 -0.060
C 0.022 -0.037 0.023
C -0.119 0.020 -0.104
H 0.008 -0.025 -0.012
C -0.082 -0.064 0.203
H -0.040 0.059 0.030
N -0.622 -0.170 0.224
O 0.289 0.153 0.631
N 0.025 -0.381 0.029
N -0.518 0.136 0.495
H -0.026 0.066 0.065
H -0.007 -0.004 -0.001
C 0.005 0.035 -0.005
H 0.030 -0.064 0.008
H -0.025 -0.030 -0.019
H -0.012 -0.009 0.014
H 0.109 -0.059 -0.038
C 0.004 0.050 0.020
C -0.111 -0.274 0.251
C -0.135 0.186 -0.084
H 0.052 0.038 -0.059
H 0.006 0.014 0.013
H 0.009 -0.023 0.041
H -0.019 0.002 -0.058
C -0.053 -0.276 0.107
H -0.032 0.038 0.010
C 0.178 0.076 -0.144
C 0.044 -0.107 0.045
C 0.023 0.013 -0.071
H -0.016 0.045 0.001
H 0.092 0.050 -0.040

Calculated values
HOMO level (spin up / spin down) ... -13.13 / -13.13 eV
Charge ... +2
Multiplicity ... 2
E ... -3079.516895 a.u.
Maximum force ... 1.3 eV Å⁻¹


No. 3
A 2-piece molecular cluster, C9H14O overall at a distorted geometry, computed with ωB97M-V with the def2-TZVPD basis set.

Each line ends with the natural charge from an NBO analysis.
CARTESIAN COORDINATES (ANGSTROEM)
1 C -1.60504 1.00853 2.25002  -0.6452
2 H -1.48179 -1.15152 -2.61620  0.2145
3 O 3.83321 0.40910 -1.14432  -0.7420
4 C -1.76731 1.24606 -0.20085  -0.2379
5 C -1.49810 0.42730 0.86476  0.0122
6 C 2.49202 -0.30009 -1.09589  -0.0707
7 H 1.12739 -0.30619 0.44953  0.2234
8 C 2.19475 -0.58979 0.40023  -0.6512
9 C -1.48837 -0.69388 -1.64087  -0.2361
10 H -2.07340 1.18042 -2.36059  0.2062
11 H -0.87578 -1.56014 1.62369  0.2254
12 H -2.44574 1.65654 2.47983  0.2215
13 H 1.89551 0.51479 -1.46833  0.1745
14 H -1.70007 0.08787 2.84013  0.2153
15 H 2.74344 0.08795 1.01442  0.2095
16 C -1.25233 -0.99397 0.78697  -0.2509
17 H -0.79319 1.72246 2.47722  0.2203
18 H -1.87023 2.31633 -0.20363  0.2198
19 C -1.29277 -1.51236 -0.46337  -0.1871
20 H -1.13316 -2.53136 -0.75621  0.2095
21 H 3.66913 1.15788 -0.57571  0.4441
22 H 2.72120 -1.14089 -1.74021  0.1939
23 C -1.82680 0.60036 -1.47250  -0.1857
24 H 2.42742 -1.63540 0.55186  0.2168

Forces on the atoms, in the same order (eV/Å):
C 0.526 -0.128 0.317
H -0.025 -0.104 -0.085
O -0.753 -0.988 -0.133
C 0.173 -2.064 -2.088
C -0.495 0.290 1.524
C 3.334 1.989 1.232
H 0.407 -0.804 0.747
C -1.452 -0.003 -2.594
C -0.565 -1.552 1.923
H 0.103 0.103 0.176
H -0.476 -0.020 0.316
H -0.674 -0.318 -0.559
H -1.156 -0.615 -0.609
H 0.485 0.889 0.897
H 0.553 0.218 0.498
C -0.158 2.094 -0.970
H 0.315 -0.955 0.262
H -0.296 0.155 0.638
C 0.312 0.226 -2.876
H 0.285 -0.645 0.691
H 0.338 0.456 0.157
H -0.894 -0.139 -0.059
C 0.349 1.978 -0.153
H -0.236 -0.064 0.748

Calculated values
HOMO level ... -9.10 eV
Structure (SMILES) ... Cc1ccccc1.CCO
Multiplicity ... 1
E ... -426.508001 a.u.
Maximum force ... 4.1 eV Å⁻¹


Relative energy (zero: lowest compared OMol25 entry of this formula, charge and spin): 127.5, 146.4, 170.1 (kJ/mol)